1.
The following is a quantum chemistry calculation of C25H16F5N5OZr as an isolated structure, from the OMol25 dataset.

Structure (ORCA input):
```
! RIJCOSX wB97M-V def2-TZVPD def2/J DEFGRID3
* xyz 2 1
Zr 1.41 -0.57 -0.35
F 0.45 1.94 -0.66
C 1.16 1.88 -1.88
C 2.01 0.79 -1.92
C 2.58 0.49 -3.14
F 3.25 -0.70 -3.12
C 2.41 1.29 -4.27
F 2.95 0.98 -5.44
C 1.61 2.44 -4.15
F 1.42 3.22 -5.20
C 0.95 2.74 -2.95
F 0.14 3.78 -2.87
N 5.00 -0.57 2.09
C 4.25 -1.12 1.13
N 3.07 -0.53 1.00
C 3.07 0.50 1.94
C 2.08 1.44 2.23
C 2.38 2.37 3.20
C 3.60 2.35 3.90
C 4.56 1.39 3.65
C 4.29 0.48 2.64
H 5.94 -0.85 2.36
H 4.57 -1.97 0.53
H 1.11 1.44 1.71
H 1.65 3.13 3.45
H 3.77 3.10 4.65
H 5.47 1.35 4.23
C 1.98 -3.82 -1.95
C 1.71 -2.54 -1.26
O 0.67 -1.88 -1.61
H 1.07 -4.27 -2.36
H 2.53 -4.53 -1.34
H 2.63 -3.58 -2.80
N -9.37 -0.38 -0.67
C -8.25 -0.33 -0.44
C -6.86 -0.31 -0.16
C -5.94 -0.42 -1.20
C -4.59 -0.48 -0.93
C -4.15 -0.42 0.39
C -5.06 -0.26 1.44
C -6.42 -0.21 1.16
N -2.77 -0.55 0.69
C -2.25 -1.12 1.81
C -0.89 -1.08 1.69
N -0.57 -0.48 0.50
C -1.74 -0.18 -0.08
H -6.30 -0.47 -2.22
H -3.89 -0.60 -1.74
H -4.73 -0.17 2.46
H -7.13 -0.11 1.96
H -2.86 -1.52 2.60
H -0.14 -1.42 2.39
H -1.83 0.34 -1.03
*
```

The energy is -50535.507 eV. For the HOMO-LUMO gap, the calculation gives 7.425 eV. The calculation puts the energy above the lowest of the compared OMol25 structures with the same formula, charge and spin at 16.1 kcal/mol.

Atom-resolved charges from Löwdin, all expressed in e: Zr 1.771; F -0.012; C -0.191; C -0.158; C -0.193; F 0.062; C -0.119; F 0.166; C -0.094; F 0.181; C -0.133; F 0.158; N 0.180; C -0.086; N -0.087; C -0.230; C -0.025; C -0.040; C -0.035; C 0.029; C -0.161; H 0.193; H 0.154; H 0.089; H 0.121; H 0.124; H 0.129; C -0.026; C -0.275; O -0.180; H 0.107; H 0.092; H 0.114; N 0.207; C -0.166; C -0.201; C 0.012; C 0.008; C -0.176; C 0.011; C 0.015; N 0.019; C 0.009; C -0.086; N -0.131; C -0.080; H 0.135; H 0.117; H 0.121; H 0.136; H 0.141; H 0.126; H 0.157

---

2.
The following is a quantum chemistry calculation of C25H16N6O10Sc as an isolated structure, from the OMol25 dataset.

Structure (ORCA input):
```
! RIJCOSX wB97M-V def2-TZVPD def2/J DEFGRID3
* xyz 1 1
Sc 1.51 -16.38 14.82
O 0.03 -17.45 16.17
C -0.51 -18.61 16.05
C 0.03 -19.68 15.35
C -0.36 -21.03 15.57
C 0.23 -22.07 14.89
C 1.39 -21.87 14.09
C 1.94 -20.60 13.97
C 1.27 -19.49 14.51
O 1.71 -18.27 14.23
N -0.30 -23.43 14.90
O -0.19 -24.05 13.78
O -0.85 -23.89 15.86
H -1.43 -18.77 16.62
H -1.43 -21.12 16.00
H 1.64 -22.77 13.46
H 2.84 -20.51 13.39
C 4.68 -14.89 10.29
C 3.38 -15.40 10.50
C 3.04 -15.64 11.79
C 3.90 -15.43 12.92
C 5.05 -14.67 12.69
C 5.46 -14.49 11.39
N 3.55 -16.05 14.11
N 4.53 -16.17 14.95
C 4.14 -16.29 16.25
C 5.08 -16.23 17.30
C 4.68 -15.91 18.58
C 3.26 -15.80 18.84
C 2.37 -16.09 17.83
N 2.83 -16.21 16.55
H 5.05 -14.67 9.22
H 2.71 -15.53 9.64
H 2.08 -16.04 12.09
H 5.78 -14.47 13.44
H 6.48 -14.12 11.27
H 6.12 -16.35 17.09
H 5.41 -15.75 19.36
H 2.88 -15.42 19.79
H 1.30 -16.15 17.98
O 0.18 -15.37 13.57
C 0.03 -14.39 14.45
O 0.65 -14.31 15.54
C -1.03 -13.42 14.22
C -1.68 -13.39 13.00
C -2.49 -12.30 12.64
C -2.92 -11.36 13.55
C -2.34 -11.48 14.81
C -1.34 -12.41 15.18
N -2.74 -10.47 15.83
O -3.52 -9.62 15.47
O -2.25 -10.59 16.98
N -2.82 -12.13 11.27
O -3.59 -11.11 11.11
O -2.37 -12.90 10.42
H -1.47 -14.20 12.27
H -3.62 -10.60 13.21
H -0.77 -12.37 16.09
*
```

The energy is -76288.467 eV. For the HOMO-LUMO gap, the calculation gives 6.351 eV.

Atom-resolved charges from Löwdin, all expressed in e: Sc 1.160; O -0.092; C -0.116; C -0.106; C 0.065; C -0.151; C 0.053; C 0.021; C -0.225; O -0.156; N -0.324; O 0.038; O 0.122; H 0.149; H 0.173; H 0.150; H 0.123; C -0.026; C -0.050; C -0.010; C -0.234; C -0.005; C -0.054; N 0.006; N 0.159; C -0.292; C 0.032; C 0.013; C 0.007; C -0.064; N 0.025; H 0.147; H 0.128; H 0.089; H 0.114; H 0.118; H 0.118; H 0.120; H 0.125; H 0.118; O -0.095; C -0.532; O 0.001; C -0.103; C 0.095; C -0.133; C 0.110; C -0.082; C 0.127; N -0.331; O 0.111; O 0.067; N -0.291; O 0.052; O 0.107; H 0.148; H 0.147; H 0.132

---

3.
The following is a quantum chemistry calculation of C25H17AsBrN2O2PdS2 as an isolated structure, from the OMol25 dataset.

Structure (ORCA input):
```
! RIJCOSX wB97M-V def2-TZVPD def2/J DEFGRID3
* xyz -1 1
Pd 0.74 -1.74 1.09
S 1.59 -0.09 2.39
C 2.20 1.17 1.30
C 3.57 1.30 1.09
C 4.08 2.30 0.27
C 3.21 3.18 -0.36
C 1.84 3.06 -0.16
C 1.32 2.07 0.67
As -0.59 1.90 1.08
C -1.21 3.49 0.09
C -1.12 4.72 0.75
C -1.54 5.89 0.15
C -2.09 5.86 -1.13
C -2.20 4.64 -1.79
C -1.76 3.47 -1.18
C -1.06 0.57 -0.27
C -2.27 -0.10 -0.12
C -2.68 -1.05 -1.05
C -1.87 -1.34 -2.14
C -0.65 -0.69 -2.29
C -0.25 0.26 -1.36
H 4.23 0.59 1.57
H 5.15 2.39 0.12
H 3.59 3.95 -1.01
H 1.17 3.75 -0.66
H -0.70 4.75 1.76
H -1.46 6.83 0.68
H -2.43 6.77 -1.60
H -2.63 4.61 -2.78
H -1.85 2.53 -1.72
H -2.88 0.09 0.76
H -3.62 -1.57 -0.91
H -2.17 -2.10 -2.85
H 0.00 -0.94 -3.12
H 0.70 0.76 -1.48
Br 0.93 -4.09 -2.14
C 0.33 -4.59 -0.42
C 0.35 -5.93 -0.11
C -0.22 -6.33 1.09
C -0.83 -5.38 1.89
C -0.77 -4.05 1.50
N -0.16 -3.65 0.37
C -1.45 -2.97 2.36
O -2.34 -3.33 3.11
O -1.04 -1.78 2.16
H 0.80 -6.64 -0.79
H -0.21 -7.37 1.38
H -1.34 -5.62 2.81
S 2.74 -1.79 -0.03
C 3.25 -3.35 0.37
N 3.61 -4.42 0.63
*
```

The energy is -189311.299 eV. For the HOMO-LUMO gap, the calculation gives 7.249 eV. The calculation puts the energy above the lowest of the compared OMol25 structures with the same formula, charge and spin at 1.6 kcal/mol.

Atom-resolved charges from Löwdin, all expressed in e: Pd 0.468; S 0.535; C -0.718; C -0.157; C -0.097; C -0.100; C -0.114; C -0.431; As 1.317; C -0.411; C -0.142; C -0.104; C -0.111; C -0.097; C -0.101; C -0.445; C -0.138; C -0.089; C -0.110; C -0.116; C -0.131; H 0.090; H 0.096; H 0.094; H 0.090; H 0.095; H 0.095; H 0.093; H 0.096; H 0.092; H 0.100; H 0.101; H 0.095; H 0.094; H 0.100; Br 0.767; C -0.736; C -0.116; C -0.045; C -0.001; C -0.172; N 0.015; C -0.616; O 0.037; O -0.170; H 0.098; H 0.110; H 0.119; S 0.500; C -0.865; N 0.035